ORCA calculation (ωB97M-V/def2-TZVPD) on a molecular structure, C29H41Cl5NdP2 in a non-equilibrium geometry.

## Properties
E_LUMO (spin up / spin down) in Ha: -0.16187 / -0.16332
E_HOMO (spin up / spin down) in eV: -10.61 / -10.61
Frontier orbital gap (spin up / spin down) in eV: 6.21 / 6.17
Multiplicity: 4
Charge: +1

CARTESIAN COORDINATES (ANGSTROEM)
Nd -0.31 -0.28 1.89
C -2.11 -1.22 3.35
C -1.71 -2.31 2.47
C 0.19 -1.67 3.74
C -0.95 -0.80 4.13
C -0.30 -2.61 2.72
C -3.49 -0.69 3.52
H -4.08 -0.80 2.60
H -3.50 0.35 3.83
H -3.97 -1.29 4.31
C -0.88 0.31 5.10
H -1.75 0.95 5.06
H 0.01 0.92 4.94
H -0.81 -0.14 6.09
C 1.54 -1.62 4.30
H 1.48 -2.16 5.24
H 1.86 -0.60 4.49
H 2.28 -2.10 3.65
C 0.50 -3.70 2.11
H 0.38 -4.57 2.76
H 1.57 -3.46 2.05
H 0.14 -3.97 1.11
C -2.62 -3.12 1.62
H -2.89 -4.00 2.21
H -2.14 -3.47 0.70
H -3.53 -2.58 1.36
C -1.11 1.54 0.76
C -2.22 0.69 0.80
C -2.69 -0.14 -0.34
C -1.55 -0.87 -1.11
C -0.41 -1.36 -0.30
C 0.79 -0.64 -0.11
C 1.00 0.74 -0.59
C -0.21 1.72 -0.41
H -3.23 0.55 -1.01
H -1.15 -0.22 -1.89
H -3.43 -0.88 0.00
H -0.83 1.72 -1.30
H -0.94 2.19 1.65
H -2.91 0.82 1.64
H 0.21 2.74 -0.31
H 1.89 1.18 -0.11
H 1.66 -1.18 0.30
H 1.23 0.65 -1.66
H -1.98 -1.74 -1.63
H -0.39 -2.43 -0.05
P -0.74 0.91 -4.72
C -0.79 2.76 -4.71
C -2.11 0.58 -5.91
P 1.61 -0.92 -5.52
C 0.71 0.67 -5.88
C 1.07 -1.90 -7.00
C 3.30 -0.42 -6.10
H 0.08 3.15 -4.15
H -1.69 3.09 -4.18
H -0.78 3.18 -5.72
H -2.03 1.20 -6.82
H -3.07 0.79 -5.42
H -2.10 -0.48 -6.20
H 3.28 -0.02 -7.12
H 3.97 -1.30 -6.07
H 3.70 0.34 -5.42
H 1.39 1.52 -5.76
H 0.35 0.64 -6.92
H 1.64 -2.84 -7.04
H 1.22 -1.34 -7.94
H 0.00 -2.15 -6.89
Cl 1.81 0.66 6.34
C 2.19 1.65 4.85
C 1.73 1.65 3.50
C 2.25 2.69 2.73
Cl 1.87 3.17 1.08
C 3.22 3.68 3.18
Cl 3.86 4.94 2.25
C 3.68 3.62 4.51
Cl 4.80 4.73 5.07
C 3.15 2.59 5.36
Cl 3.77 2.67 6.95

Löwdin population analysis, charges in e, atoms 1 to 6: number 1, Nd, carries 1.859; number 2, C, carries -0.301; number 3, C, carries -0.296; number 4, C, carries -0.335; number 5, C, carries -0.322; number 6, C, carries -0.305

=====

ORCA calculation (ωB97M-V/def2-TZVPD) on a molecular structure, C29H41Cl5P2Pb in a non-equilibrium geometry.

## Properties
E_LUMO (spin up / spin down) in Ha: -0.26710 / -0.33026
E_HOMO (spin up / spin down) in eV: -11.37 / -11.48
Frontier orbital gap (spin up / spin down) in eV: 4.10 / 2.49
Charge: +2
ΔE to the lowest compared entry with this formula, charge and spin in kcal/mol: 0.0

CARTESIAN COORDINATES (ANGSTROEM)
Pb -1.67 2.27 1.80
C 2.99 2.77 -0.81
C 2.17 2.51 -1.95
C 1.06 4.01 -0.63
C 2.29 3.68 0.03
C 0.96 3.24 -1.81
C 4.33 2.24 -0.57
H 4.44 1.23 -0.98
H 4.56 2.19 0.50
H 5.12 2.86 -1.04
C 2.75 4.25 1.30
H 3.75 3.88 1.55
H 2.08 4.00 2.13
H 2.81 5.35 1.25
C 0.12 5.07 -0.23
H 0.28 6.01 -0.80
H 0.21 5.31 0.84
H -0.93 4.78 -0.41
C -0.18 3.26 -2.73
H -0.16 4.13 -3.40
H -1.13 3.29 -2.19
H -0.18 2.36 -3.36
C 2.51 1.69 -3.11
H 2.44 2.24 -4.06
H 1.84 0.82 -3.20
H 3.54 1.30 -3.04
C 1.72 -0.89 0.78
C 2.66 -0.83 -0.16
C 2.63 -1.49 -1.49
C 1.24 -1.87 -2.09
C 0.23 -0.78 -2.17
C -0.66 -0.46 -1.24
C -0.82 -1.09 0.11
C 0.45 -1.69 0.78
H 3.21 -2.42 -1.37
H 0.84 -2.73 -1.52
H 3.15 -0.85 -2.23
H 0.63 -2.70 0.34
H 1.83 -0.22 1.64
H 3.56 -0.25 0.06
H 0.19 -1.88 1.84
H -1.33 -0.43 0.84
H -1.40 0.31 -1.47
H -1.54 -1.92 -0.02
H 1.41 -2.23 -3.12
H 0.18 -0.24 -3.14
P -0.80 -4.27 -0.25
C -0.41 -5.34 1.18
C -0.21 -5.37 -1.59
P -3.40 -3.23 -1.44
C -2.62 -4.49 -0.33
C -3.30 -4.22 -3.00
C -5.14 -3.71 -1.08
H -0.97 -5.01 2.05
H 0.66 -5.27 1.40
H -0.66 -6.38 0.95
H -0.54 -6.40 -1.40
H 0.89 -5.36 -1.61
H -0.56 -5.07 -2.58
H -5.31 -4.78 -1.25
H -5.80 -3.15 -1.75
H -5.38 -3.46 -0.05
H -3.01 -4.36 0.69
H -2.84 -5.52 -0.65
H -3.93 -3.74 -3.76
H -3.67 -5.24 -2.86
H -2.29 -4.27 -3.40
Cl -0.57 5.70 3.08
C -0.98 4.46 4.23
C -1.24 3.17 3.77
C -1.58 2.16 4.67
Cl -1.86 0.55 3.96
C -1.71 2.42 6.04
Cl -2.09 1.16 7.12
C -1.47 3.74 6.50
Cl -1.60 4.09 8.17
C -1.08 4.77 5.59
Cl -0.73 6.34 6.14

Löwdin population analysis, charges in e, atoms 1 to 6: number 1, Pb, carries 1.346; number 2, C, carries -0.199; number 3, C, carries -0.168; number 4, C, carries -0.229; number 5, C, carries -0.172; number 6, C, carries -0.190

=====

ORCA calculation (ωB97M-V/def2-TZVPD) on a molecular structure, C29H41F5OP2Yb in a non-equilibrium geometry.

## Properties
E_LUMO (spin up / spin down) in Ha: -0.10931 / -0.12234
E_HOMO (spin up / spin down) in eV: -10.38 / -10.40
Frontier orbital gap (spin up / spin down) in eV: 7.41 / 7.07
Multiplicity: 2
Charge: +1
ΔE to the lowest compared entry with this formula, charge and spin in kcal/mol: 0.0

CARTESIAN COORDINATES (ANGSTROEM)
Yb -0.22 -0.29 0.19
C 1.42 0.10 -1.90
C 0.39 1.07 -2.02
C 1.70 1.64 -0.22
C 2.23 0.46 -0.80
C 0.55 2.01 -0.96
C 1.67 -1.05 -2.82
H 0.75 -1.39 -3.31
H 2.11 -1.90 -2.27
H 2.39 -0.77 -3.61
C 3.48 -0.21 -0.36
H 3.69 -1.10 -0.98
H 3.39 -0.52 0.68
H 4.35 0.46 -0.43
C 2.31 2.39 0.90
H 3.26 2.86 0.62
H 2.51 1.71 1.74
H 1.64 3.18 1.25
C -0.25 3.24 -0.73
H 0.21 4.11 -1.23
H -0.31 3.47 0.34
H -1.27 3.13 -1.12
C -0.60 1.18 -3.12
H -0.25 1.90 -3.88
H -1.58 1.53 -2.76
H -0.74 0.22 -3.63
C -4.46 -4.14 0.41
C -4.24 -4.15 -0.92
C -5.25 -3.79 -1.96
C -6.23 -2.64 -1.60
C -5.63 -1.57 -0.73
C -5.74 -1.49 0.62
C -6.09 -2.60 1.56
C -5.82 -4.02 1.03
H -5.84 -4.68 -2.24
H -7.15 -3.05 -1.17
H -4.73 -3.52 -2.89
H -6.61 -4.31 0.34
H -3.63 -4.28 1.11
H -3.33 -4.60 -1.32
H -5.89 -4.71 1.88
H -5.55 -2.45 2.51
H -5.72 -0.50 1.10
H -7.16 -2.51 1.84
H -6.54 -2.16 -2.54
H -5.30 -0.70 -1.30
P -1.37 -2.67 -0.46
C -1.14 -4.39 0.04
C -2.15 -2.44 -2.09
P -2.80 0.04 1.09
C -2.65 -1.86 0.66
C -3.85 0.95 -0.09
C -3.65 0.18 2.69
H -0.91 -4.41 1.12
H -0.25 -4.75 -0.50
H -1.97 -5.08 -0.14
H -3.23 -2.31 -1.98
H -1.94 -3.31 -2.73
H -1.74 -1.54 -2.60
H -4.62 -0.32 2.74
H -3.77 1.26 2.87
H -2.98 -0.22 3.46
H -2.65 -2.41 1.61
H -3.61 -2.06 0.16
H -3.51 2.00 -0.06
H -4.92 0.95 0.16
H -3.74 0.59 -1.13
F 2.47 -1.82 7.04
C 2.09 -1.53 5.79
C 0.79 -1.84 5.35
F -0.08 -2.44 6.20
C 0.42 -1.55 4.06
F -0.84 -1.87 3.65
C 1.31 -0.92 3.15
O 0.92 -0.67 1.94
C 2.61 -0.62 3.64
F 3.53 -0.01 2.83
C 2.99 -0.91 4.92
F 4.24 -0.60 5.34

Löwdin population analysis, charges in e, atoms 1 to 6: number 1, Yb, carries 1.516; number 2, C, carries -0.323; number 3, C, carries -0.341; number 4, C, carries -0.297; number 5, C, carries -0.296; number 6, C, carries -0.325